Computed, not measured: a molecular structure, C20H33BaCl2N2O4, with ωB97M-V with the def2-TZVPD basis set.

Output
largest force on an atom: 5.21 eV Å⁻¹
net charge: -1
HOMO-LUMO gap (alpha / beta): 5.461 / 5.667 eV
relative energy (zero: lowest compared OMol25 entry of this formula, charge and spin): 676.4 kJ/mol

Atoms and positions in Å:
O  0.94159  0.50386  -2.12171
C  1.81419  1.50625  -1.97818
C  3.09019  0.80572  -2.40652
C  3.32487  -0.54140  -2.14382
H  2.56621  -1.14878  -1.64503
C  4.55042  -1.08733  -2.52105
H  4.74806  -2.13596  -2.30737
C  5.50417  -0.30208  -3.16928
H  6.45989  -0.73153  -3.46893
C  5.22425  1.04554  -3.43836
H  5.95621  1.66439  -3.95162
C  4.01283  1.59851  -3.05610
H  3.77540  2.64640  -3.24536
H  1.38829  2.09433  -2.77974
C  0.71199  3.28722  -0.57680
C  1.91412  2.40096  -0.75500
H  0.96367  4.17175  0.01192
H  -0.12118  2.77410  -0.05192
H  0.32325  3.56625  -1.56270
C  2.95321  2.26269  0.08785
C  3.16760  3.03113  1.39105
H  3.73647  1.50211  -0.13047
H  4.07941  3.60381  1.33961
H  3.25350  2.33736  2.24477
H  2.32210  3.70841  1.58827
Ba  -0.00819  -0.01900  -0.05389
Cl  1.80782  -1.88416  0.66927
Cl  1.15481  1.67736  1.73915
C  -0.73595  -0.61742  2.85887
O  -1.50214  -0.46286  1.88150
N  -1.41543  -1.09000  3.90527
C  -2.87342  -1.08992  3.82376
C  -0.73911  -1.52173  5.04213
H  0.33568  -0.32170  2.95929
H  -3.23017  -0.80246  2.82636
H  -3.26681  -0.38866  4.57545
H  -3.22378  -2.09932  4.07339
H  0.33785  -1.58884  4.81820
H  -1.11893  -2.50426  5.32293
H  -0.89849  -0.80978  5.85697
H  -4.56794  2.88776  -0.44611
H  -4.69131  2.21743  -3.09730
C  -3.57864  3.24307  -0.76639
C  -3.62284  2.45678  -3.13234
N  -3.08041  2.38497  -1.83801
H  -2.89243  3.24723  0.08724
C  -2.05842  1.57135  -1.57756
O  -1.78274  1.56364  -0.35841
H  -3.10183  1.73850  -3.78085
H  -1.56820  1.04635  -2.43475
H  -3.67641  4.25514  -1.17227
H  -3.49128  3.47233  -3.52316
C  -0.64055  -4.04220  1.32915
C  -1.34296  -3.21041  0.37243
C  -2.53290  -3.40211  -0.42406
O  -0.88149  -2.13481  0.03031
H  -1.19913  -4.93465  1.33373
H  -0.61751  -3.57196  2.31121
H  0.38571  -4.20129  0.99597
H  -3.29451  -2.66182  -0.15915
H  -2.28546  -3.26177  -1.48427
H  -2.83188  -4.37787  -0.21293